# 1
Below is a structure of composition C17H31AlBrCl2FKLiN3NaO11PS, with properties calculated with ωB97M-V with the def2-TZVPD basis set.

Structure (XYZ):
```
72
Properties=species:S:1:pos:R:3:mulliken_charge:R:1
Br -0.50 1.80 2.41 -0.115
K 0.84 -4.95 -1.79 0.924
Cl -1.57 4.45 -2.07 -0.527
Cl 1.54 1.42 -0.42 -0.616
S -3.38 -1.34 -0.30 -0.179
P 7.69 -2.05 -2.69 1.063
Al -6.37 3.86 3.46 0.636
Na 0.07 3.76 3.71 0.616
F -1.04 7.31 3.47 -0.261
O 0.14 5.99 2.08 -0.368
O 7.27 -3.52 -2.49 -0.392
O -3.86 2.47 0.93 -0.370
O 6.66 -1.35 -3.58 -0.534
O 5.12 -4.60 -3.92 -0.458
O 7.76 -1.34 -1.32 -0.798
O -3.37 -3.38 2.85 -1.134
O 1.79 -1.76 -2.03 -0.646
O -2.40 5.28 0.76 -0.463
O -4.17 3.34 3.09 -0.715
O 9.08 -2.00 -3.35 -0.911
N 3.28 -3.26 -1.29 0.419
N -1.91 5.06 3.03 -0.263
N -3.16 0.33 2.01 0.105
C -3.04 1.28 0.89 0.537
C 4.26 -3.78 -4.50 -0.253
C -1.70 -1.99 -0.70 -0.098
C -2.59 4.63 1.79 0.435
C -5.72 -0.03 1.89 -1.261
C -0.87 6.09 2.79 0.579
C -4.32 0.23 2.57 0.878
C 4.01 -0.97 -1.60 -0.906
C -0.49 2.01 -1.75 -0.786
C 2.94 -2.00 -1.66 0.759
C -1.47 1.55 0.69 -0.095
C -0.88 -2.19 0.67 -0.406
C -3.48 0.49 -0.47 -1.039
C -4.34 0.29 4.17 -1.061
C 4.56 -3.76 -0.82 -0.919
C -3.56 3.41 1.93 0.781
C -1.15 2.65 -0.43 -0.969
Li 9.87 -0.92 -1.88 0.875
H 3.21 -3.78 -4.11 -0.039
H 3.62 0.00 -1.92 0.196
H 4.09 -3.92 -5.59 0.352
H 4.42 -4.19 0.18 0.302
H -1.78 -3.03 -1.18 0.269
H -6.56 -0.07 2.66 0.431
H -1.57 4.27 3.61 0.149
H -3.97 -0.67 4.65 0.289
H -0.94 2.60 -2.64 0.355
H -2.94 0.86 -1.39 0.418
H -1.07 0.56 0.27 0.014
H -0.44 3.42 0.01 0.526
H 4.82 -1.26 -2.27 0.133
H 4.90 -4.54 -1.50 0.344
H -5.68 -1.09 1.47 0.227
H -1.16 -1.34 -1.46 0.167
H -0.39 -3.22 0.75 0.110
H -3.33 -2.70 2.18 0.190
H -0.08 -1.39 0.75 0.077
H -3.64 1.11 4.55 0.142
H -1.59 -2.04 1.55 0.141
H -2.11 3.23 -0.75 0.388
H 2.52 -3.91 -1.37 -0.255
H -5.40 0.51 4.52 0.283
H -5.98 0.66 1.04 0.248
H -4.58 0.78 -0.62 0.378
H 5.31 -2.97 -0.77 0.191
H 0.68 2.17 -1.80 0.227
H 4.38 -0.87 -0.58 0.363
H -0.80 0.93 -1.92 0.161
H 4.50 -2.69 -4.47 0.158
```

For the LUMO energy, the calculation gives -0.0289 Eh. Its HOMO energy is -3.26 eV. The charge is -1. As for the multiplicity: 1. Its HOMO-LUMO gap is 2.47 eV.

# 2
Below is an isolated molecule of C17H31BBrClN2O6P2S2, with properties calculated with ωB97M-V with the def2-TZVPD basis set.

Structure (XYZ):
```
63
Properties=species:S:1:pos:R:3:mulliken_charge:R:1
Br -1.35 5.10 -1.10 -0.195
Cl 3.76 -5.22 2.33 -0.241
S -2.32 1.48 3.43 -0.363
S -1.38 -4.11 1.77 -0.351
P -1.54 -0.22 2.83 0.999
P -1.12 -2.83 0.28 0.153
O 3.14 0.57 0.51 -0.625
O 2.24 2.83 1.17 -0.597
O -2.88 -1.28 2.55 -0.468
O -0.70 -0.87 4.26 -0.597
O -3.69 0.64 0.38 -0.566
O -2.85 -0.35 -1.63 -0.661
N -0.76 -2.51 -3.52 -0.611
N -0.21 0.31 -1.06 1.245
C -1.05 0.88 0.11 0.329
C 0.54 -2.63 -3.09 -0.172
C 0.45 -0.92 -0.92 -0.964
C 1.14 3.47 -3.03 -0.859
C 1.94 -3.62 0.69 -0.554
C -3.45 3.83 0.48 -0.805
C -1.03 2.51 0.22 -0.369
C 1.30 1.90 -2.58 -0.083
C -0.32 -0.02 1.32 0.585
C -2.21 3.33 -0.53 -0.171
C 1.36 -1.62 -2.11 -0.703
C 1.36 -2.28 1.41 -0.486
C -2.58 0.38 -0.34 -0.204
C 2.00 -4.95 1.70 -0.439
C 0.17 -1.47 0.64 0.416
C -0.10 1.08 -2.40 -0.577
C 0.90 0.74 2.17 -1.442
B 2.13 1.33 1.28 0.879
H 2.28 -2.24 -1.68 0.308
H 0.00 2.86 -0.26 0.053
H -1.39 -1.27 4.88 0.317
H -2.61 2.88 -1.53 0.491
H -0.71 -3.68 -0.84 0.239
H -4.45 3.75 -0.16 0.280
H 1.39 0.02 2.99 0.312
H 4.06 0.91 0.81 0.274
H 1.45 -3.92 -0.33 0.078
H 1.69 -5.95 1.12 0.319
H 2.04 3.85 -3.71 0.291
H -3.55 3.16 1.43 0.128
H 2.03 1.87 -1.67 -0.095
H -0.20 0.34 -3.33 0.444
H -2.44 -2.37 -0.04 0.204
H -1.12 -1.62 -3.12 0.378
H 0.96 -2.61 2.49 0.408
H 0.08 3.73 -3.50 0.254
H 1.89 1.37 -3.48 0.500
H -3.70 -0.85 2.98 0.384
H -0.98 2.92 1.34 0.256
H 0.49 1.66 2.82 0.268
H -0.97 1.86 -2.54 0.237
H 1.32 -4.80 2.67 0.258
H 3.09 -3.42 0.44 0.454
H 1.11 -3.62 -3.44 0.328
H 1.88 -0.81 -2.83 0.179
H -3.28 4.93 0.85 0.378
H 3.15 3.07 0.78 0.277
H 1.26 4.10 -2.02 0.154
H 2.32 -1.61 1.68 0.137
```

For the LUMO energy, the calculation gives -0.0661 Eh. Its HOMO energy is -8.32 eV. The charge is 0. As for the multiplicity: 1. Its HOMO-LUMO gap is 6.52 eV.

# 3
Below is a structure of composition C17H31F5IrP2, with properties calculated with ωB97M-V with the def2-TZVPD basis set.

Structure (XYZ):
```
56
Properties=species:S:1:pos:R:3:lowdin_spin:R:1
Ir -0.27 0.44 3.77 2.136
P -2.19 0.83 -0.66 0.004
P 0.90 -0.24 -2.04 0.354
F 3.81 -0.41 4.52 0.002
F 1.94 1.41 5.26 0.040
F 2.38 -1.70 3.52 0.010
F 2.39 1.19 3.08 0.090
F 2.15 -1.22 5.67 0.005
C 2.18 0.75 -3.21 0.331
C -0.50 0.57 -2.98 0.112
C 2.17 -0.16 -0.57 0.388
C 0.68 -2.26 -0.28 0.028
C -2.80 2.21 0.37 0.001
C -0.21 -1.53 -1.30 0.131
C 1.73 0.59 4.16 0.167
C -3.78 0.24 -1.36 0.001
C 0.25 1.12 0.31 0.054
C -1.37 1.53 -2.16 0.013
C 1.85 -1.36 0.25 0.060
C -1.41 -0.86 -0.73 0.026
C 1.77 -1.69 -2.95 0.215
C -2.05 -0.33 4.15 0.280
C 2.50 -0.73 4.46 0.017
C 1.30 1.00 -0.84 0.179
C -0.76 -0.06 0.54 0.042
H 1.99 1.83 -3.20 0.015
H 0.80 1.27 1.25 0.022
H 3.19 0.58 -2.83 0.013
H -3.63 -0.57 -2.08 0.000
H -0.52 -2.22 -2.11 0.000
H 0.11 -2.66 0.56 0.004
H -4.28 1.06 -1.89 0.000
H -2.16 -1.59 -0.39 0.008
H -0.06 1.13 -3.82 0.000
H -3.15 1.84 1.34 0.001
H 3.22 -0.02 -0.84 0.012
H -4.44 -0.11 -0.56 0.000
H -0.29 -0.85 1.14 0.017
H 1.71 -1.54 -4.03 0.009
H -1.49 0.23 1.34 0.024
H -0.81 2.44 -1.88 0.000
H 1.71 1.94 -1.20 0.008
H 2.83 -1.71 -2.66 0.005
H -2.72 -0.13 3.30 0.056
H -2.04 -1.41 4.41 0.026
H 1.10 -3.15 -0.77 0.001
H -2.05 2.99 0.52 0.000
H -2.19 1.88 -2.81 0.006
H -2.36 0.28 5.04 0.038
H 2.12 0.40 -4.24 0.007
H -3.65 2.66 -0.16 0.000
H 1.70 -1.10 1.31 0.024
H 1.34 -2.68 -2.74 0.012
H -0.30 2.07 0.19 0.001
H -1.10 -0.23 -3.45 0.006
H 2.75 -1.99 0.26 0.000
```

For the LUMO energy (alpha / beta), the calculation gives -0.2440 / -0.3493 Eh. Its HOMO energy (alpha / beta) is -14.18 / -15.30 eV. The charge is +2. As for the multiplicity: 6. Its HOMO-LUMO gap (alpha / beta) is 7.54 / 5.80 eV.

no.,calculated total energy (eV)
1,-190583.0925
2,-156878.3741
3,-53107.2384